# 1
{"formula": "C18H23ClN4O2", "method": "ωB97M-V/def2-TZVPD", "elements": ["C", "O", "C", "O", "N", "C", "N", "C", "C", "C", "Cl", "C", "C", "C", "N", "C", "C", "C", "N", "C", "C", "C", "C", "C", "C", "H", "H", "H", "H", "H", "H", "H", "H", "H", "H", "H", "H", "H", "H", "H", "H", "H", "H", "H", "H", "H", "H", "H"], "xyz": [[4.8806, -4.2480, 1.7610], [4.0675, -4.1326, 0.5984], [3.0089, -3.2912, 0.7755], [2.8784, -2.5724, 1.7907], [2.1445, -3.3688, -0.3024], [1.4164, -2.3061, -0.8119], [0.8742, -2.6397, -1.9503], [0.2589, -1.5076, -2.4639], [-0.4651, -1.3632, -3.6414], [-0.9702, -0.1263, -3.9520], [-1.6722, -0.0274, -5.5182], [-0.8395, 0.9565, -3.0417], [-0.1377, 0.8416, -1.7917], [0.4402, -0.4707, -1.5618], [1.2425, -0.9473, -0.4473], [1.4526, -0.2083, 0.8581], [1.2822, 1.3080, 0.8601], [1.8203, 1.9985, 2.1144], [-0.1335, 1.7733, 0.5086], [-1.3614, 1.0021, 0.9755], [-2.3613, 2.0441, 1.2243], [-3.6778, 1.9096, 0.8754], [-4.5334, 3.0923, 0.9618], [-4.2797, 0.6700, 0.2192], [-0.1284, 2.1154, -0.9790], [4.2859, -4.6022, 2.6310], [5.6845, -4.9879, 1.5685], [5.4937, -3.3490, 2.0766], [2.2468, -4.1949, -0.9163], [-0.5915, -2.2117, -4.3020], [-1.3568, 1.8823, -3.2967], [2.4942, -0.4222, 1.1299], [0.8894, -0.5196, 1.7597], [2.0942, 1.6463, 0.1421], [2.8768, 1.7351, 2.3948], [1.9211, 3.0665, 1.9258], [1.1552, 1.9140, 3.0409], [-1.1992, 0.2887, 1.8497], [-1.5483, 0.1820, 0.2482], [-2.0380, 2.9705, 1.7457], [-3.8696, 3.9170, 0.8788], [-5.1253, 2.9986, 0.0944], [-5.0412, 3.0821, 1.9247], [-3.5425, -0.0052, -0.2732], [-5.1269, 0.8265, -0.4098], [-4.6529, 0.0559, 1.0826], [-1.0617, 2.6199, -1.1737], [0.8049, 2.6055, -1.1835]], "atomic_forces_ev_per_a": [[1.6, -0.4, 1.4], [-0.6, 0.7, 0.4], [0.1, 1.2, 2.1], [0.2, -1.8, -2.9], [1.5, -0.1, 1.9], [-0.7, 0.3, -1.1], [-0.3, 0.4, -0.5], [0.2, -0.3, 1.0], [0.4, -0.4, 0.1], [0.7, 0.0, 1.1], [-0.5, 0.7, -0.3], [0.3, -0.8, 0.5], [-0.8, -1.4, -2.7], [-0.1, 2.8, 1.4], [-1.2, -0.5, -0.6], [1.0, -0.5, 0.9], [0.2, 0.2, -1.3], [-0.1, -0.1, 1.9], [2.2, 0.1, -0.5], [2.7, -1.2, 0.0], [-2.9, -0.5, -0.3], [2.9, -0.8, -0.7], [0.2, -0.5, 1.0], [1.2, -1.2, 2.0], [-0.4, -2.8, 2.5], [0.3, 0.4, -0.6], [-0.9, 0.1, -0.3], [-1.3, -0.5, -0.7], [-0.2, 1.2, 0.3], [0.1, 0.1, 0.0], [0.3, -0.1, 0.1], [-0.3, 0.2, 0.0], [-0.3, -0.9, -1.0], [-1.6, 0.0, -0.2], [-1.0, -0.4, -0.3], [-0.4, 0.1, -0.2], [0.8, -0.2, -1.2], [0.5, 1.5, -0.4], [-0.7, 0.9, -0.2], [-0.1, -0.8, -0.6], [0.1, 1.1, 0.1], [-1.5, 0.7, -0.6], [-0.6, 0.4, -0.3], [-0.4, 0.7, 0.2], [-0.4, 0.5, -0.6], [0.1, 0.3, -0.7], [0.1, 0.7, -0.3], [0.0, 0.9, 0.0]], "relative_energy_kcal_mol": 81.7, "spin_multiplicity": 1, "e_homo_ev": -8.26, "homo_lumo_gap_ev": 8.906, "e_tot_ev": -41615.0877}



# 2
{"formula": "C5H11NO2", "method": "ωB97M-V/def2-TZVPD", "elements": ["C", "N", "C", "C", "C", "C", "O", "O", "H", "H", "H", "H", "H", "H", "H", "H", "H", "H", "H"], "xyz": [[1.7064, 1.2905, 1.1610], [0.2581, 1.2104, 0.9299], [-2.1226, 0.1287, -1.3600], [-0.6689, 0.1467, -1.0988], [-0.2485, -0.0456, 0.2421], [0.7915, -1.2882, 0.5594], [0.7137, -1.4353, 1.7901], [0.3802, -2.4724, -0.2001], [1.9590, 2.2795, 1.5429], [2.0358, 0.5486, 1.8794], [2.2271, 1.2130, 0.1960], [-0.0009, 1.9316, 0.2639], [-2.6391, 0.9220, -0.8149], [-2.3730, 0.1710, -2.4189], [-2.5201, -0.8255, -0.9890], [-0.0316, -0.2953, -1.8586], [-0.1859, -2.1208, -0.8941], [-1.0802, -0.3502, 0.8876], [1.7991, -1.0088, 0.1820]], "atomic_forces_ev_per_a": [[-0.1, 0.5, -0.6], [0.7, -0.7, -0.7], [-0.1, -0.1, -0.5], [0.0, -2.1, 0.6], [-1.5, 2.0, 1.2], [1.0, -2.0, -0.3], [-0.1, 0.1, 0.7], [-0.2, 1.0, 0.1], [-0.2, 0.0, 0.1], [-0.1, -0.1, -0.1], [0.3, -0.3, 0.3], [0.2, 0.3, 0.3], [0.0, -0.1, 0.0], [0.0, 0.1, 0.0], [-0.1, 0.0, 0.2], [0.5, 1.2, -0.5], [0.0, -0.5, -0.2], [-0.2, 0.0, -0.2], [-0.2, 0.4, -0.4]], "relative_energy_kcal_mol": 140.0, "spin_multiplicity": 1, "e_homo_ev": -8.58, "homo_lumo_gap_ev": 6.290, "e_tot_ev": -10943.1971}



# 3
{"formula": "C26H28BrF3IrNO9SSe2", "method": "ωB97M-V/def2-TZVPD", "elements": ["Ir", "C", "Se", "C", "C", "Se", "C", "H", "H", "H", "H", "H", "H", "H", "H", "H", "H", "C", "O", "C", "C", "C", "C", "C", "C", "O", "C", "O", "C", "H", "H", "H", "H", "H", "H", "H", "H", "H", "O", "C", "C", "C", "C", "C", "C", "C", "O", "O", "H", "H", "H", "H", "H", "F", "C", "F", "F", "S", "O", "O", "O", "Br", "C", "C", "C", "N", "C", "C", "H", "H", "H", "H"], "xyz": [[0.1297, -0.4426, -0.2762], [-3.6940, -1.6320, -1.5644], [-2.7980, -1.5661, 0.1408], [-2.1733, -3.3925, 0.2361], [-1.3623, -3.8456, -0.9706], [-0.2451, -2.4597, -1.8154], [1.4193, -3.4397, -1.9225], [-4.3184, -2.5236, -1.6093], [-2.9600, -1.6227, -2.3676], [-4.2998, -0.7316, -1.6282], [-3.0670, -4.0045, 0.3766], [-1.5942, -3.4085, 1.1530], [-2.0137, -4.1897, -1.7716], [-0.7048, -4.6679, -0.6924], [1.7266, -3.7895, -0.9426], [2.1452, -2.7404, -2.3290], [1.2732, -4.2733, -2.6045], [-3.8135, 2.6903, -4.8868], [-3.4447, 3.6693, -3.9198], [-2.7987, 3.2671, -2.8221], [-2.4253, 4.2997, -1.9324], [-1.7544, 3.9752, -0.7971], [-1.4239, 2.6318, -0.4831], [-0.8604, 2.2795, 0.7652], [-0.5356, 3.2850, 1.8252], [-0.6988, 1.0561, 1.0564], [-1.7562, 1.6170, -1.4120], [-1.4309, 0.3274, -1.2927], [-2.4796, 1.9456, -2.5563], [-4.3204, 3.2321, -5.6780], [-4.4937, 1.9546, -4.4534], [-2.9294, 2.1923, -5.2877], [-2.6819, 5.3193, -2.1804], [-1.4698, 4.7631, -0.1128], [-1.4075, 3.8842, 2.0869], [0.2403, 3.9584, 1.4539], [-0.1716, 2.7679, 2.7091], [-2.6902, 1.1530, -3.2581], [-0.5085, -1.5649, 5.4420], [0.3686, -0.7550, 4.8376], [1.3607, -0.1939, 5.6471], [2.2818, 0.6791, 5.1196], [2.2395, 1.0218, 3.7656], [1.2881, 0.4456, 2.9579], [0.3480, -0.4697, 3.4548], [-0.6400, -1.1748, 2.6123], [-1.6037, -1.7521, 3.1090], [-0.4894, -1.3860, 1.3054], [-1.1759, -1.8247, 4.7717], [1.3621, -0.4544, 6.6969], [3.0366, 1.1108, 5.7645], [2.9408, 1.7369, 3.3567], [1.2429, 0.7357, 1.9213], [3.8861, 0.9716, -2.4221], [2.9664, 1.3760, -3.3130], [3.1555, 2.6637, -3.5610], [3.1381, 0.6795, -4.4314], [1.2695, 1.0917, -2.6673], [0.4092, 1.7323, -3.6082], [1.1980, -0.3771, -2.5905], [1.2831, 1.5981, -1.2894], [5.7674, -2.0694, 2.7817], [4.2383, -1.7747, 1.7525], [4.1762, -0.7018, 0.8824], [3.0030, -0.4846, 0.1921], [1.9266, -1.2833, 0.3059], [2.0205, -2.3455, 1.1260], [3.1506, -2.6266, 1.8600], [5.0126, -0.0307, 0.7530], [2.9015, 0.3578, -0.4729], [1.1536, -2.9822, 1.1925], [3.1753, -3.4881, 2.5112]], "atomic_forces_ev_per_a": [[-0.6, -1.4, -0.8], [0.0, 0.0, 0.0], [-0.6, 0.2, 0.2], [0.1, -0.1, 0.0], [0.0, 0.0, 0.2], [0.4, 0.7, 0.2], [0.0, -0.1, -0.1], [0.0, 0.0, 0.0], [0.0, 0.0, 0.0], [0.0, 0.0, 0.0], [0.0, 0.0, -0.1], [-0.1, 0.0, 0.0], [0.0, 0.0, 0.0], [0.0, 0.0, 0.0], [0.0, 0.0, 0.0], [0.0, 0.0, 0.0], [0.0, 0.0, 0.0], [0.0, 0.0, 0.0], [0.0, 0.0, 0.0], [0.0, 0.0, -0.1], [0.0, 0.0, 0.0], [0.0, -0.1, 0.0], [0.1, 0.2, -0.1], [-0.4, -0.3, -0.1], [-0.1, 0.0, 0.0], [1.2, 0.8, 0.1], [-0.1, -0.3, 0.0], [-0.7, 0.2, -0.2], [-0.1, 0.0, -0.1], [0.0, 0.0, 0.0], [0.0, 0.0, 0.0], [0.0, 0.0, 0.0], [0.0, 0.0, 0.0], [0.0, 0.0, 0.0], [0.0, 0.0, 0.0], [0.0, 0.0, 0.0], [0.0, 0.0, 0.0], [0.0, 0.0, 0.0], [0.0, 0.0, -0.1], [-0.1, -0.1, 0.0], [0.0, 0.1, 0.0], [0.0, 0.0, 0.0], [0.0, 0.0, 0.0], [0.2, -0.1, 0.0], [0.0, 0.0, 0.0], [0.0, 0.1, -0.2], [-0.1, -0.1, 0.2], [-0.5, -0.7, 0.7], [0.0, 0.0, 0.0], [0.0, 0.0, 0.0], [0.0, 0.0, 0.0], [0.0, 0.0, 0.0], [0.1, -0.1, 0.0], [0.0, 0.0, 0.0], [0.0, 0.0, 0.0], [0.0, 0.0, 0.0], [0.0, 0.0, 0.0], [0.2, -0.1, -0.1], [0.0, 0.0, 0.1], [0.2, 0.3, -0.3], [0.1, 0.3, -0.3], [0.1, 0.0, 0.0], [0.0, 0.0, 0.0], [0.0, 0.0, -0.1], [0.1, -0.2, -0.2], [0.5, 0.7, 1.1], [0.1, 0.0, -0.2], [0.0, -0.1, -0.1], [0.0, 0.0, 0.0], [0.0, 0.1, 0.1], [-0.1, 0.0, 0.1], [0.0, 0.0, 0.0]], "relative_energy_kcal_mol": 45.3, "spin_multiplicity": 2, "e_homo_ev": [-10.88, -10.85], "homo_lumo_gap_ev": [7.094, 5.010], "e_tot_ev": -269887.7595, "total_charge": 1}



- What is the formula in the second record?
  C5H11NO2